{
  "formula": "C5H4BrN4O",
  "method": "the ωB97M-V functional and the def2-TZVPD basis",
  "species": ["C", "C", "C", "C", "C", "N", "N", "N", "N", "O", "Br", "H", "H", "H", "H"],
  "xyz": [[1.430, -0.739, 0.019], [2.369, 0.221, 0.061], [-0.193, 1.556, -0.421], [0.243, -1.326, 0.033], [-1.790, 0.037, 0.421], [1.976, 1.451, 0.394], [0.778, 1.792, 0.264], [-1.046, -1.194, 0.095], [-1.413, 1.111, -0.535], [1.163, -2.233, -0.205], [4.216, -0.231, 0.127], [-2.878, 0.008, 0.166], [-1.491, 0.504, 1.300], [-1.550, -1.964, -0.264], [-1.815, 1.006, -1.454]],
  "total_energy_ha": -3060.71333,
  "smiles": "Br/C1=N/[N+]#CNCNC2=C1O2",
  "e_above_lowest_ev": 0.000,
  "homo_ev": -12.975,
  "total_charge": 1,
  "gap_ev": 7.64
}